Density functional theory data (ωB97M-V/def2-TZVPD) for 2 unconnected molecules or ions with the total composition C29H37BO4.

The geometry in ORCA input format:
```
! wB97M-V def2-TZVPD RIJCOSX def2/J DEFGRID3
* xyz 0 1
C 4.902 -3.385 4.111
O 4.210 -2.200 3.669
C 3.213 -2.328 2.756
C 2.406 -1.182 2.589
C 1.366 -1.196 1.671
C 1.020 -2.392 1.010
C -0.343 -2.543 0.333
O -0.911 -3.746 0.894
C -2.015 -3.652 1.801
C 1.882 -3.490 1.105
C 2.964 -3.483 1.979
H 5.650 -2.983 4.794
H 4.218 -4.070 4.637
H 5.378 -3.905 3.266
H 2.628 -0.324 3.218
H 0.786 -0.290 1.490
H -0.910 -1.635 0.645
H -2.727 -4.441 1.510
H -1.657 -3.864 2.822
H -2.503 -2.666 1.763
H 1.667 -4.405 0.553
H 3.592 -4.372 2.099
C -3.362 3.345 -0.421
C -1.938 3.245 0.091
C -1.675 4.437 1.010
C -1.543 1.850 0.771
C -1.337 1.847 2.273
C -2.539 0.757 0.464
O -0.274 1.506 0.161
B -0.056 2.427 -0.845
C 1.305 2.641 -1.557
C 1.499 3.737 -2.419
C 2.736 3.942 -3.038
C 3.808 3.083 -2.774
C 3.636 2.013 -1.886
C 2.400 1.801 -1.268
C -0.429 -2.643 -1.174
C 0.887 -2.766 -1.942
C -1.364 -1.564 -1.703
C -2.733 -1.841 -1.706
C -3.610 -1.012 -2.399
C -3.122 0.138 -3.027
C -1.774 0.497 -2.887
C -0.899 -0.338 -2.196
O -1.073 3.336 -1.055
H -4.068 3.156 0.396
H -3.549 4.363 -0.782
H -3.559 2.654 -1.248
H -2.349 4.394 1.879
H -0.634 4.463 1.360
H -1.889 5.370 0.474
H -2.289 2.067 2.775
H -1.014 0.846 2.594
H -0.577 2.572 2.586
H -3.511 0.954 0.933
H -2.689 0.651 -0.614
H -2.171 -0.199 0.856
H 0.688 4.439 -2.605
H 2.868 4.779 -3.727
H 4.774 3.235 -3.260
H 4.469 1.341 -1.671
H 2.281 0.995 -0.546
H -0.958 -3.593 -1.396
H 1.697 -3.157 -1.321
H 0.715 -3.475 -2.760
H 1.172 -1.809 -2.385
H -3.089 -2.750 -1.206
H -4.660 -1.285 -2.470
H -3.789 0.773 -3.613
H -1.383 1.405 -3.350
H 0.158 -0.075 -2.084
*
```

Values from the calculation:
Gap between HOMO and LUMO in eV: 8.79
Largest force on an atom in eV/A: 1.7
Relative energy (zero: lowest compared OMol25 entry of this formula, charge and spin) in kcal/mol: 0.0
SMILES string: COc1ccc([C@H](OC)[C@H](C)c2ccccc2)cc1.CC1(C)OB(c2ccccc2)OC1(C)C

Density functional theory data (ωB97M-V/def2-TZVPD) for a molecular structure, C29H37Br33N2O3.

The geometry in ORCA input format:
```
! wB97M-V def2-TZVPD RIJCOSX def2/J DEFGRID3
* xyz 0 1
C 6.046 -1.908 1.086
N 6.264 -1.623 -0.336
C 5.070 -1.827 -1.157
C 3.917 -0.920 -0.776
C 2.903 -1.332 0.082
C 1.891 -0.468 0.489
C 1.826 0.840 0.021
C 0.736 1.776 0.499
C -0.660 1.171 0.315
C -1.769 2.165 0.714
C -3.034 1.917 -0.116
C -3.472 0.435 -0.072
C -3.272 -0.339 -1.379
C -2.890 -1.817 -1.184
O -3.325 -2.314 0.065
C -2.508 -3.316 0.630
C 2.797 1.231 -0.887
C 3.825 0.370 -1.267
C 4.712 1.091 -2.215
O 5.804 0.796 -2.608
N 4.047 2.330 -2.580
C 2.998 2.528 -1.602
O 2.448 3.573 -1.422
H 5.575 -1.075 1.623
H 6.986 -2.123 1.592
H 5.351 -2.743 1.188
H 6.483 -0.634 -0.404
H 5.370 -1.564 -2.171
H 4.767 -2.874 -1.135
H 2.952 -2.343 0.467
H 1.135 -0.801 1.187
H 0.892 1.894 1.575
H 0.833 2.722 -0.024
H -0.774 0.878 -0.732
H -0.768 0.280 0.933
H -1.993 2.033 1.774
H -1.391 3.182 0.583
H -3.848 2.570 0.202
H -2.764 2.144 -1.152
H -3.019 -0.082 0.774
H -4.542 0.428 0.138
H -4.186 -0.286 -1.972
H -2.494 0.117 -1.995
H -1.815 -1.955 -1.335
H -3.377 -2.402 -1.975
H -2.086 -2.950 1.571
H -3.102 -4.200 0.871
H -1.704 -3.629 -0.038
H 3.584 2.135 -3.467
C 1.231 -3.225 -4.178
Br 1.137 -5.143 -4.104
Br -0.479 -2.444 -4.578
Br 2.007 -2.490 -2.569
H 1.891 -2.967 -4.994
C 9.581 -2.809 -2.597
Br 8.670 -1.162 -3.009
Br 11.469 -2.527 -2.343
Br 8.770 -3.692 -1.103
H 9.471 -3.457 -3.455
C 10.807 -1.354 -6.152
Br 11.540 0.381 -6.531
Br 9.073 -1.582 -6.953
Br 12.012 -2.764 -6.658
H 10.675 -1.414 -5.081
C -2.067 2.769 5.224
Br -1.750 4.066 6.603
Br -3.480 3.310 4.041
Br -0.454 2.360 4.253
H -2.389 1.858 5.707
C 0.612 -9.272 -3.847
Br 0.503 -11.187 -3.735
Br -1.079 -8.481 -4.314
Br 1.348 -8.501 -2.249
H 1.301 -9.038 -4.645
C -7.354 0.914 3.737
Br -7.050 2.176 5.153
Br -8.730 1.518 2.532
Br -5.736 0.504 2.787
H -7.703 0.000 4.195
C -12.036 2.662 4.066
Br -12.289 0.759 4.168
Br -13.711 3.595 3.949
Br -10.968 3.311 5.526
H -11.489 2.868 3.157
C -8.321 5.698 4.142
Br -8.055 6.992 5.538
Br -9.753 6.201 2.964
Br -6.697 5.344 3.187
H -8.620 4.772 4.616
C 1.413 5.928 8.704
Br -0.110 7.099 8.605
Br 0.977 4.276 9.587
Br 2.181 5.623 6.969
H 2.160 6.424 9.305
C 1.533 -7.689 -7.535
Br 2.035 -8.527 -9.188
Br 2.992 -7.699 -6.271
Br 0.842 -5.920 -7.816
H 0.733 -8.278 -7.106
C -3.307 7.492 1.562
Br -4.672 8.252 0.441
Br -3.729 7.689 3.425
Br -2.965 5.654 1.112
H -2.396 8.043 1.378
*
```

Values from the calculation:
Gap between HOMO and LUMO in eV: 8.30
Largest force on an atom in eV/A: 0.9

Density functional theory data (ωB97M-V/def2-TZVPD) for a molecular structure, C29H37BrIN7O5PbS.

The geometry in ORCA input format:
```
! wB97M-V def2-TZVPD RIJCOSX def2/J DEFGRID3
* xyz 0 1
Pb 0.213 0.060 0.499
C 2.784 -3.746 -3.203
N 2.625 -3.371 -1.822
C 3.873 -3.242 -1.101
C 1.493 -2.931 -1.238
O 1.481 -2.523 -0.092
C 0.211 -2.978 -2.078
O -0.894 -2.450 -1.392
C -1.625 -3.333 -0.574
C -1.754 -2.820 0.864
O -0.889 -2.150 1.395
N -2.852 -3.192 1.557
C -2.964 -2.752 2.932
C -3.985 -3.964 1.116
H 3.398 -4.646 -3.255
H 3.296 -2.950 -3.750
H 1.834 -3.944 -3.686
H 4.382 -4.206 -1.059
H 3.661 -2.899 -0.092
H 4.519 -2.518 -1.599
H 0.018 -4.012 -2.400
H 0.336 -2.342 -2.960
H -1.146 -4.320 -0.517
H -2.612 -3.448 -1.038
H -2.091 -2.150 3.172
H -3.009 -3.611 3.604
H -3.864 -2.149 3.064
H -3.957 -4.196 0.058
H -4.902 -3.405 1.321
H -4.044 -4.905 1.669
C -4.250 2.145 -1.790
C -3.393 2.979 -0.883
N -3.964 3.996 -0.288
C -3.229 4.808 0.476
C -1.861 4.698 0.585
C -1.065 5.690 1.394
O 0.000 5.122 2.128
C -1.217 3.601 -0.022
C 0.213 3.555 -0.019
N 0.936 2.493 -0.046
C 2.317 2.572 -0.026
C 3.021 3.472 0.782
C 4.395 3.382 0.907
C 5.103 2.421 0.206
C 4.433 1.559 -0.646
C 3.063 1.646 -0.749
I 2.016 0.342 -2.046
C -2.007 2.617 -0.702
O -1.553 1.523 -1.146
H -5.062 2.759 -2.170
H -4.686 1.284 -1.279
H -3.645 1.769 -2.614
H -3.784 5.594 0.970
H -1.742 6.235 2.070
H -0.602 6.428 0.728
H -0.315 4.334 2.587
H 0.711 4.530 -0.052
H 2.465 4.208 1.347
H 4.923 4.052 1.568
H 6.172 2.327 0.317
H 4.973 0.814 -1.207
N -3.037 -0.214 0.364
N -3.604 0.729 1.226
C -2.920 1.375 2.178
N -3.651 2.217 2.949
S -1.296 1.182 2.557
H -2.522 0.244 -0.411
H -3.775 -0.794 -0.012
H -4.486 1.158 0.952
H -4.570 2.528 2.674
H -3.136 2.784 3.600
Br 4.756 -0.309 5.923
C 3.587 -0.136 4.412
C 3.133 1.112 4.038
C 2.280 1.214 2.950
C 1.874 0.111 2.198
C 2.365 -1.127 2.625
C 3.208 -1.268 3.716
H 3.435 1.995 4.585
H 1.918 2.202 2.697
H 2.064 -2.016 2.090
H 3.562 -2.244 4.020
*
```

Values from the calculation:
Gap between HOMO and LUMO in eV: 6.84
Largest force on an atom in eV/A: 1.3
Relative energy (zero: lowest compared OMol25 entry of this formula, charge and spin) in kcal/mol: 34.2

Density functional theory data (ωB97M-V/def2-TZVPD) for 12 unconnected molecules or ions with the total composition C29H37Cl25NO5P.

The geometry in ORCA input format:
```
! wB97M-V def2-TZVPD RIJCOSX def2/J DEFGRID3
* xyz 0 1
N -2.487 5.025 -4.463
C -3.442 4.518 -3.413
C -2.771 4.807 -1.985
C -2.983 6.262 -1.408
C -2.401 6.670 -0.034
C -1.556 5.609 0.774
C -0.973 6.135 2.181
C -1.661 5.468 3.460
O -0.952 4.788 4.251
Cl -3.445 5.669 3.892
C -1.283 4.164 0.213
C -1.916 3.758 -1.179
C -1.653 2.299 -1.734
O -1.889 1.929 -2.933
C -0.998 1.154 -0.804
C -0.978 -0.319 -1.281
C -0.303 -1.442 -0.405
P -0.249 -3.303 -0.926
O -1.889 -3.864 -0.570
O -0.180 -3.407 -2.643
C 0.363 -1.012 0.959
C 0.323 0.469 1.450
C -0.361 1.552 0.551
C -0.398 3.103 1.001
O 0.353 3.387 1.986
H -1.563 4.570 -4.315
H -2.324 6.021 -4.208
H -3.775 3.433 -3.577
H -4.378 5.195 -3.509
H -3.590 7.003 -2.022
H -2.569 7.730 0.363
H -1.171 7.277 2.258
H 0.166 6.013 2.272
H -1.437 -0.610 -2.291
H -2.445 -3.064 -0.768
H -0.213 -2.518 -3.072
H 0.906 -1.758 1.649
H 0.824 0.755 2.434
C -1.464 -4.218 2.841
Cl -1.245 -2.915 4.017
Cl -0.611 -3.870 1.327
H -1.072 -5.144 3.261
H -2.528 -4.330 2.630
C -0.085 10.347 1.019
Cl -0.486 9.264 2.360
Cl -0.517 9.628 -0.536
H -0.633 11.280 1.142
H 0.986 10.543 1.033
C -3.286 -3.851 -4.110
Cl -3.296 -4.165 -5.849
Cl -2.848 -2.173 -3.766
H -4.279 -4.046 -3.709
H -2.559 -4.509 -3.634
C -1.735 2.474 -7.814
Cl -2.215 3.838 -8.832
Cl -0.643 2.990 -6.526
H -2.629 2.031 -7.371
H -1.225 1.735 -8.431
C 3.215 -5.592 0.713
Cl 2.438 -5.836 2.283
Cl 2.141 -4.736 -0.402
H 4.120 -5.002 0.855
H 3.468 -6.563 0.288
C -5.073 0.504 -4.981
Cl -4.824 1.829 -3.832
Cl -4.214 0.780 -6.504
H -4.709 -0.422 -4.537
H -6.139 0.421 -5.188
C 5.865 -2.196 1.013
Cl 5.586 -3.499 -0.149
Cl 4.363 -1.733 1.821
H 6.578 -2.535 1.761
H 6.265 -1.330 0.486
C -8.434 -1.538 -5.120
Cl -8.165 -0.209 -3.983
Cl -7.577 -1.263 -6.642
H -8.074 -2.463 -4.674
H -9.500 -1.617 -5.325
C 1.852 -7.542 5.604
Cl 2.939 -8.306 4.439
Cl 1.463 -5.879 5.139
H 0.930 -8.119 5.657
H 2.336 -7.531 6.580
C 9.806 -3.711 2.139
Cl 8.737 -3.431 0.760
Cl 9.035 -3.220 3.652
H 10.045 -4.773 2.192
H 10.719 -3.134 2.002
C 4.264 -1.156 6.043
Cl 2.577 -1.479 5.623
Cl 5.110 -0.355 4.715
H 4.294 -0.512 6.921
H 4.763 -2.101 6.261
C 6.241 -4.912 6.751
Cl 6.267 -5.225 5.012
Cl 6.662 -3.232 7.107
H 5.241 -5.114 7.133
H 6.961 -5.569 7.239
*
```

Values from the calculation:
Gap between HOMO and LUMO in eV: 6.96
Largest force on an atom in eV/A: 5.9

Density functional theory data (ωB97M-V/def2-TZVPD) for a molecular structure, C29H37ClFN3O7SSiSn.

The geometry in ORCA input format:
```
! wB97M-V def2-TZVPD RIJCOSX def2/J DEFGRID3
* xyz 0 1
Sn 0.463 0.345 0.197
C 1.965 -1.183 3.518
C 1.669 -2.249 2.476
O 2.183 -1.946 1.191
C 3.591 -1.948 1.053
C 4.200 -0.563 1.163
O 3.505 0.284 0.278
C 3.989 1.614 0.220
C 3.726 2.402 1.489
O 2.332 2.466 1.721
C 1.917 2.468 3.075
C 2.167 1.149 3.783
O 1.730 0.093 2.957
H 3.012 -1.245 3.850
H 1.326 -1.350 4.393
H 0.595 -2.355 2.330
H 2.071 -3.203 2.836
H 3.801 -2.340 0.057
H 4.055 -2.607 1.795
H 5.259 -0.625 0.882
H 4.140 -0.193 2.193
H 3.473 2.076 -0.622
H 5.068 1.622 0.027
H 4.130 3.412 1.365
H 4.242 1.940 2.337
H 0.845 2.655 3.045
H 2.403 3.273 3.637
H 1.625 1.158 4.737
H 3.232 1.014 4.015
C 1.495 -2.684 -1.672
Si -0.292 -2.864 -1.113
C -0.410 -4.578 -0.353
C -1.429 -2.984 -2.659
N -0.696 -1.642 0.026
C -1.878 -1.743 0.739
C -3.020 -2.463 0.319
C -4.156 -2.590 1.101
C -4.237 -1.990 2.353
C -3.153 -1.244 2.795
C -2.042 -1.138 1.992
F -0.998 -0.379 2.455
H 1.577 -2.876 -2.747
H 2.127 -3.407 -1.147
H 1.906 -1.685 -1.491
H -0.221 -5.344 -1.114
H -1.386 -4.782 0.097
H 0.349 -4.692 0.430
H -0.805 -3.183 -3.541
H -2.773 -1.910 -3.634
H -2.095 -3.849 -2.540
H -3.005 -2.904 -0.671
H -4.997 -3.158 0.724
H -5.123 -2.088 2.965
H -3.160 -0.743 3.756
O -2.512 2.602 -1.669
C -1.742 1.853 -2.244
N -0.913 0.927 -1.671
S 0.047 0.105 -2.756
O 1.444 0.594 -2.468
O -2.222 -1.793 -2.856
C -0.622 0.969 -4.174
C -0.341 0.777 -5.513
C -1.055 1.537 -6.433
C -2.029 2.439 -6.006
C -2.306 2.600 -4.653
C -1.590 1.848 -3.743
H 0.414 0.070 -5.837
H -0.856 1.421 -7.491
H -2.580 3.016 -6.739
H -3.066 3.290 -4.301
Cl -4.995 2.959 1.825
C -3.338 3.200 1.382
C -2.873 4.454 1.041
C -1.542 4.581 0.687
C -0.739 3.457 0.695
N -1.192 2.251 1.041
C -2.477 2.118 1.362
H -3.544 5.303 1.039
H -1.135 5.539 0.393
H 0.310 3.513 0.422
H -2.841 1.128 1.598
*
```

Values from the calculation:
Gap between HOMO and LUMO in eV: 7.77
Largest force on an atom in eV/A: 0.7
Relative energy (zero: lowest compared OMol25 entry of this formula, charge and spin) in kcal/mol: 8.2